# 1
{"formula": "CH3IN4", "method": "ωB97M-V with the def2-TZVPD basis set", "species": ["I", "N", "N", "N", "C", "N", "H", "H", "H"], "xyz": [[-4.0071, -0.1199, 0.0386], [-2.1005, 0.4586, -0.4605], [-1.7368, 1.6977, -0.1757], [-0.5609, 1.7915, 0.1606], [0.0299, 0.4622, 0.2826], [-1.0352, -0.4472, -0.1424], [0.9286, 0.3973, -0.3363], [0.3044, 0.2969, 1.3324], [-0.8128, -0.9840, -0.9756]], "mulliken_charge": [0.207, -0.090, -0.113, -0.244, -0.213, -0.248, 0.232, 0.189, 0.279], "smiles": "IN1N=NCN1", "total_charge": 0, "e_lumo_ev": -0.6, "e_above_lowest_kcal_mol": 46.0}

# 2
{"formula": "CH3IO2", "method": "ωB97M-V with the def2-TZVPD basis set", "species": ["C", "O", "O", "I", "H", "H", "H"], "xyz": [[-0.1483, -0.1989, 0.4671], [-0.7299, 0.6904, -0.3353], [-1.4366, -1.3807, 0.9302], [-3.1498, -0.7116, 1.5091], [0.5629, -0.8985, 0.0494], [0.1125, 0.2527, 1.4168], [-1.0606, 0.2849, -1.1547]], "mulliken_charge": [0.059, -0.417, -0.627, 0.184, 0.206, 0.260, 0.335], "total_charge": 0, "e_lumo_ev": 0.0, "e_above_lowest_kcal_mol": 55.2}

# 3
{"formula": "CH3IO2", "method": "ωB97M-V with the def2-TZVPD basis set", "species": ["O", "C", "O", "I", "H", "H", "H"], "xyz": [[0.3272, -1.1248, 0.2840], [-0.1181, 0.0352, -0.3085], [0.4267, 1.1683, 0.2087], [-2.2986, -0.0172, -0.0400], [1.2565, -1.2823, 0.0712], [0.0401, 0.0638, -1.3908], [0.3662, 1.1571, 1.1755]], "mulliken_charge": [-0.462, -0.101, -0.462, -0.034, 0.317, 0.381, 0.361], "smiles": "OC(O)I", "total_charge": 0, "e_lumo_ev": 0.5, "e_above_lowest_kcal_mol": 8.4}

# 4
{"formula": "CH3IO2P", "method": "ωB97M-V with the def2-TZVPD basis set", "species": ["O", "P", "I", "C", "O", "H", "H", "H"], "xyz": [[-1.0425, 2.0132, 0.8064], [-1.1173, 1.1141, -0.3764], [-2.7625, -0.7389, 0.2922], [0.7271, -0.0254, -0.2181], [1.2226, -1.3598, 0.0331], [1.4392, 0.6370, 0.3551], [1.1297, 0.0532, -1.3064], [0.4039, -1.6933, 0.4141]], "mulliken_charge": [-0.520, 0.267, -0.407, -0.541, -0.497, 0.211, 0.187, 0.300], "smiles": "[O-]P(I)CO", "total_charge": -1, "e_lumo_ev": 3.3, "e_above_lowest_kcal_mol": 68.6}

# 5
{"formula": "CH3IO2P", "method": "ωB97M-V with the def2-TZVPD basis set", "species": ["C", "O", "O", "P", "I", "H", "H", "H"], "xyz": [[-0.1579, 0.1009, -0.1186], [-2.5291, 2.1743, -1.2543], [-2.5151, 2.0330, 1.3001], [-2.3883, 1.3855, -0.0160], [-4.0265, -0.5105, -0.1329], [0.6000, 0.8291, -0.3688], [-0.0920, -0.3075, 0.8754], [-0.3157, -0.6565, -0.8717]], "mulliken_charge": [-0.989, -0.582, -0.580, 0.593, -0.267, 0.284, 0.274, 0.267], "total_charge": -1, "e_lumo_ev": 3.1, "e_above_lowest_kcal_mol": 40.9}

# 6
{"formula": "CH3IO3P", "method": "ωB97M-V with the def2-TZVPD basis set", "species": ["C", "O", "P", "O", "O", "I", "H", "H", "H"], "xyz": [[0.2157, 0.0724, -0.0637], [1.4328, 0.5101, 0.4106], [1.5958, 1.3322, 1.7641], [3.0010, 1.7003, 1.8646], [0.8808, 0.5699, 2.8469], [0.2807, 3.3494, 1.1725], [-0.5623, 0.2592, 0.7979], [0.2253, -0.9502, -0.3155], [-0.1631, 0.5246, -1.1063]], "mulliken_charge": [-0.650, -0.296, 0.798, -0.658, -0.663, -0.276, 0.320, 0.249, 0.175], "smiles": "CO[P@](=O)([O-])I", "total_charge": -1, "e_lumo_ev": 3.1, "e_above_lowest_kcal_mol": 3.2}

# 7
{"formula": "CH3IO3P", "method": "ωB97M-V with the def2-TZVPD basis set", "species": ["C", "O", "O", "O", "P", "I", "H", "H", "H"], "xyz": [[0.3156, -0.6979, 0.6480], [-2.1478, 2.0338, -0.4625], [-1.3641, -0.2216, -1.5606], [-0.3749, 0.6057, 0.6480], [-1.2000, 0.9003, -0.5965], [3.4977, -0.1336, -0.5412], [1.3750, -0.3701, 0.4624], [-0.1574, -1.1344, -0.2782], [0.0560, -0.9823, 1.6807]], "mulliken_charge": [-0.124, -0.572, -0.569, -0.217, 1.011, -0.826, -0.231, 0.383, 0.146], "total_charge": -1, "e_lumo_ev": 2.4, "e_above_lowest_kcal_mol": 31.8}

# 8
{"formula": "CH3IO3S", "method": "ωB97M-V with the def2-TZVPD basis set", "species": ["C", "O", "O", "O", "S", "I", "H", "H", "H"], "xyz": [[-1.3476, -0.5153, 0.1978], [0.1144, 1.9839, -0.7563], [-0.1996, 0.1021, 0.7981], [2.1846, 0.4317, -0.8631], [0.8319, 1.2256, 0.2178], [3.1294, -1.0979, -0.0776], [-1.0275, -1.5654, 0.1275], [-1.5398, -0.0705, -0.6877], [-2.1459, -0.4941, 1.0434]], "mulliken_charge": [-0.498, -0.457, -0.270, -0.567, 0.820, 0.227, 0.234, 0.319, 0.192], "total_charge": 0, "e_lumo_ev": -0.6, "e_above_lowest_kcal_mol": 35.7}

# 9
{"formula": "CH3IOS", "method": "ωB97M-V with the def2-TZVPD basis set", "species": ["C", "O", "S", "I", "H", "H", "H"], "xyz": [[0.4851, -0.8500, -0.3626], [1.5104, -1.5483, -0.0020], [3.9067, -1.4085, 0.7186], [4.1586, 0.6016, -0.2004], [0.0610, -0.1787, 0.4353], [-0.2649, -1.6922, -0.8335], [0.7361, -0.0473, -1.2210]], "mulliken_charge": [-0.419, -0.380, -0.006, 0.216, 0.227, 0.203, 0.159], "total_charge": 0, "e_lumo_ev": [-2.9, -3.0], "e_above_lowest_kcal_mol": 88.5}

# 10
{"formula": "CH3IOS", "method": "ωB97M-V with the def2-TZVPD basis set", "species": ["C", "O", "S", "I", "H", "H", "H"], "xyz": [[-2.0473, -1.7192, 0.0689], [-1.9221, 0.8897, 0.7886], [-1.4534, -0.4222, 1.2796], [0.6750, -1.5519, -4.6237], [-1.4272, -2.6261, 0.1009], [-2.1567, -1.2579, -0.9499], [-2.9922, -1.8359, 0.3600]], "mulliken_charge": [-0.760, -0.424, 0.336, -0.001, 0.292, 0.264, 0.292], "total_charge": 0, "e_lumo_ev": [-0.8, -3.4], "e_above_lowest_kcal_mol": 32.8}

# 11
{"formula": "CH3IOS2", "method": "ωB97M-V with the def2-TZVPD basis set", "species": ["C", "O", "S", "S", "I", "H", "H", "H"], "xyz": [[-0.1830, 0.5220, 0.0079], [0.5966, -1.0735, 2.5128], [1.1349, 1.6531, 0.6420], [1.9143, 0.6572, 2.2220], [3.7974, -0.7938, 1.6821], [-1.1545, 0.9217, 0.0829], [-0.1279, -0.3505, 0.7406], [0.0336, 0.2340, -0.9353]], "mulliken_charge": [-0.681, -0.527, 0.025, 0.089, 0.158, 0.320, 0.300, 0.317], "total_charge": 0, "e_lumo_ev": [-1.6, -1.6], "e_above_lowest_kcal_mol": 94.1}

# 12
{"formula": "CH3IOS2", "method": "ωB97M-V with the def2-TZVPD basis set", "species": ["C", "O", "S", "S", "I", "H", "H", "H"], "xyz": [[1.7932, -0.0070, -1.0589], [-2.0532, 0.3733, 0.5048], [1.2197, -0.4029, 1.8087], [0.5158, -0.4055, -0.0677], [-3.2861, -0.8358, 1.4562], [1.6059, 0.2743, -2.0187], [2.9365, -0.0249, -0.7051], [-2.7318, 1.0286, 0.0807]], "mulliken_charge": [-0.426, -0.601, -0.322, 0.198, 0.247, 0.315, 0.225, 0.364], "total_charge": 0, "e_lumo_ev": [-1.0, -1.0], "e_above_lowest_kcal_mol": 60.1}

The records above yield E_tot values of -15143.272; -13278.853; -13280.884; -22571.518; -22572.723; -24622.103; -24620.865; -26161.182; -22064.243; -22066.658; -32899.737; -32901.212 eV, respectively.
The records above yield M values of 197.97; 173.94; 173.94; 204.91; 204.91; 220.91; 220.91; 222.00; 190.01; 190.01; 222.07; 222.07 g/mol, respectively.